Record 1
The following is a DFT calculation (the ωB97M-V functional and the def2-TZVPD basis) of C43H53AlBrF24N2O4S2 as an isolated structure.

Output
LUMO   0.890 eV
HOMO energy   -5.17 eV
Gap between HOMO and LUMO   6.06 eV
Charge   -1
Total energy   -220129.597 eV

Cartesian coordinates (Å):
C 1.554 -3.163 -0.661
O 2.734 -2.488 -0.098
C 3.444 -3.330 0.879
C 2.644 -3.591 2.285
C 1.614 -2.395 2.730
C 2.242 -0.879 2.667
C 1.018 0.198 2.439
C 1.426 1.528 1.573
C 2.209 1.175 0.141
C 1.412 2.001 -1.029
Al 2.120 1.588 -2.954
Br 3.638 -0.285 -3.032
C 0.416 1.321 -4.140
C 0.198 -0.250 -4.542
C -1.358 -0.747 -4.637
S -2.612 0.592 -5.001
C -4.297 0.067 -4.384
S -5.330 -0.707 -5.539
N -4.876 0.271 -3.007
C -4.013 -0.279 -1.898
C -4.711 -1.418 -0.894
C -3.930 -2.087 0.396
C -2.376 -1.617 0.688
C -1.636 -0.502 -0.285
C -2.475 0.150 -1.532
C -5.147 1.722 -2.678
C -4.055 2.954 -2.744
C -4.595 4.459 -2.282
C -6.120 4.781 -1.747
C -7.211 3.557 -1.704
C -6.701 2.066 -2.163
C 2.989 3.383 -3.581
C 1.864 4.575 -3.313
C 0.464 4.730 -4.214
N 2.004 5.531 -2.305
H 1.268 -2.560 -1.651
H 1.746 -4.272 -0.986
H 0.618 -3.087 0.039
H 4.519 -2.922 1.150
H 3.612 -4.389 0.355
H 3.421 -3.856 3.130
H 1.990 -4.575 2.125
H 0.584 -2.484 2.138
H 1.333 -2.597 3.864
H 3.145 -0.759 1.932
H 2.673 -0.657 3.757
H 0.688 0.554 3.524
H 0.065 -0.371 2.003
H 0.408 2.074 1.293
H 2.039 2.284 2.227
H 2.047 0.030 -0.040
H 3.328 1.516 0.193
H 1.429 3.183 -0.875
H 0.252 1.719 -1.038
H 0.654 1.899 -5.153
H -0.451 1.811 -3.527
H 0.705 -0.898 -3.679
H 0.802 -0.520 -5.526
H -1.409 -1.515 -5.550
H -1.617 -1.413 -3.679
H -5.821 -1.740 -1.081
H -4.533 -2.864 1.072
H -1.774 -2.075 1.607
H -0.510 -0.165 -0.096
H -1.949 0.962 -2.190
H -2.944 2.744 -3.106
H -3.846 5.388 -2.289
H -6.494 5.842 -1.392
H -8.344 3.661 -1.357
H -7.481 1.192 -2.124
H 3.919 3.633 -2.881
H 3.310 3.360 -4.712
H 0.284 5.840 -4.573
H -0.432 4.297 -3.574
H 0.567 4.077 -5.180
H 2.920 5.321 -1.841
C 3.064 5.198 6.655
C 2.973 5.260 5.124
C 1.849 4.430 4.517
F 1.989 3.110 4.776
F 1.841 4.551 3.162
F 4.178 4.925 4.590
F 2.769 6.571 4.782
O 4.037 4.297 7.187
C 3.598 2.948 7.343
C 4.407 1.960 6.494
F 4.296 2.237 5.169
F 3.960 0.688 6.662
F 2.267 2.877 7.109
F 3.761 2.660 8.663
H 3.405 6.189 6.986
H 2.084 5.077 7.132
H 0.871 4.756 4.882
H 5.468 1.991 6.757
C -10.320 -3.051 0.430
C -10.585 -2.019 1.536
C -9.660 -0.808 1.514
F -8.364 -1.151 1.698
F -9.972 0.051 2.520
F -10.556 -2.641 2.745
F -11.872 -1.577 1.378
O -9.544 -4.189 0.812
C -8.130 -4.018 0.734
C -7.440 -4.169 2.094
F -7.880 -3.238 2.981
F -6.096 -3.993 1.985
F -7.852 -2.838 0.130
F -7.689 -4.986 -0.115
H -11.298 -3.471 0.158
H -9.955 -2.593 -0.496
H -9.746 -0.259 0.572
H -7.626 -5.157 2.523
C 8.756 -2.494 -3.022
C 9.479 -2.655 -1.677
C 9.777 -4.095 -1.280
F 8.650 -4.828 -1.127
F 10.424 -4.139 -0.085
F 8.773 -2.011 -0.709
F 10.669 -1.982 -1.775
O 7.341 -2.303 -2.950
C 6.566 -3.499 -2.886
C 5.750 -3.607 -1.593
F 6.554 -3.625 -0.498
F 5.029 -4.759 -1.562
F 7.370 -4.568 -3.093
F 5.726 -3.450 -3.956
H 9.131 -1.562 -3.467
H 9.032 -3.270 -3.746
H 10.417 -4.587 -2.019
H 5.060 -2.765 -1.491



Record 2
The following is a DFT calculation (the ωB97M-V functional and the def2-TZVPD basis) of C43H53As3N5P2RhSSe2 as an isolated structure.

Output
LUMO (spin up / spin down)   -7.969 / -8.013 eV
Energy relative to the best compared isomer or geometry (same formula, charge and spin)   54.9 kcal per mole
HOMO energy (spin up / spin down)   -11.12 / -11.12 eV
Gap between HOMO and LUMO (spin up / spin down)   3.15 / 3.11 eV
Charge   +2
Total energy   -398517.915 eV

Cartesian coordinates (Å):
Rh 0.170 -0.216 0.182
C -1.075 -0.114 3.788
As 0.399 0.105 2.554
C 1.015 1.871 3.036
C 1.726 -1.035 3.414
C 2.828 -1.641 2.535
C 2.234 -2.741 1.636
C 3.534 -0.558 1.689
As 2.625 -0.007 0.047
C 3.538 -1.087 -1.269
C 3.426 1.716 -0.297
C 3.872 -2.325 3.440
As 4.848 -1.453 4.933
C 4.761 0.466 4.530
C 3.455 -1.489 6.311
H -0.669 -0.165 4.792
H -1.620 -1.028 3.569
H -1.752 0.735 3.724
H 1.240 1.902 4.097
H 0.235 2.599 2.813
H 1.903 2.133 2.465
H 1.175 -1.834 3.909
H 2.166 -0.417 4.189
H 1.441 -2.369 0.977
H 1.790 -3.538 2.238
H 3.011 -3.186 1.008
H 4.506 -0.926 1.368
H 3.711 0.339 2.276
H 4.599 -0.998 -1.059
H 3.329 -0.702 -2.259
H 3.243 -2.129 -1.203
H 4.506 1.623 -0.227
H 3.076 2.460 0.414
H 3.148 2.019 -1.301
H 4.660 -2.737 2.810
H 3.403 -3.181 3.935
H 5.360 0.696 3.648
H 5.214 0.971 5.381
H 3.747 0.855 4.401
H 3.099 -2.513 6.436
H 2.609 -0.832 6.102
H 3.914 -1.175 7.247
Se -0.030 0.661 -6.856
P -0.844 -0.960 -5.693
C -2.626 -0.915 -5.796
C -3.345 -0.085 -4.934
C -4.711 0.070 -5.116
C -5.353 -0.593 -6.158
C -4.636 -1.415 -7.021
C -3.265 -1.574 -6.849
C -0.243 -2.565 -6.226
C 0.628 -2.649 -7.310
C 1.060 -3.897 -7.751
C 0.622 -5.050 -7.115
C -0.244 -4.967 -6.028
C -0.674 -3.728 -5.583
C -0.365 -0.660 -3.967
C -0.746 -1.030 -2.682
N 0.118 -0.392 -1.841
N 0.976 0.345 -2.573
N 0.689 0.196 -3.843
P -1.840 -2.225 -1.896
Se -1.734 -1.859 0.248
C -1.160 -3.842 -2.275
C -1.989 -4.939 -2.503
C -1.425 -6.186 -2.754
C -0.045 -6.334 -2.772
C 0.784 -5.241 -2.520
C 0.230 -3.996 -2.267
C -3.532 -2.165 -2.481
C -4.533 -1.675 -1.638
C -5.855 -1.664 -2.070
C -6.180 -2.147 -3.331
C -5.187 -2.645 -4.167
C -3.868 -2.655 -3.748
H -2.839 0.446 -4.137
H -5.276 0.717 -4.453
H -6.422 -0.460 -6.305
H -5.140 -1.919 -7.841
H -2.696 -2.203 -7.526
H 0.961 -1.748 -7.808
H 1.734 -3.964 -8.598
H 0.951 -6.021 -7.471
H -0.587 -5.867 -5.532
H -1.339 -3.670 -4.735
H -3.067 -4.829 -2.471
H -2.066 -7.042 -2.930
H 0.392 -7.307 -2.974
H 1.863 -5.365 -2.524
H 0.872 -3.149 -2.059
H -4.284 -1.319 -0.648
H -6.632 -1.289 -1.412
H -7.213 -2.144 -3.661
H -5.440 -3.031 -5.147
H -3.115 -3.060 -4.405
N -4.309 5.350 0.722
C -3.470 5.125 -0.288
S -3.366 6.121 -1.553
C -2.664 3.835 -0.207
C -1.657 3.573 -1.095
C -0.908 2.410 -0.973
N -1.147 1.496 -0.041
C -2.149 1.715 0.793
C -2.914 2.875 0.749
H -4.814 6.221 0.697
H -4.184 4.920 1.626
H -1.442 4.286 -1.881
H -0.080 2.211 -1.641
H -2.372 0.926 1.491
H -3.732 2.983 1.453



Record 3
The following is a DFT calculation (the ωB97M-V functional and the def2-TZVPD basis) of C43H53N6O3SeTeTi as an isolated structure.

Output
LUMO (spin up / spin down)   0.135 / -0.926 eV
Energy relative to the best compared isomer or geometry (same formula, charge and spin)   27.5 kcal per mole
Multiplicity   4
HOMO energy (spin up / spin down)   -4.14 / -7.39 eV
Gap between HOMO and LUMO (spin up / spin down)   4.27 / 6.46 eV
Total energy   -156288.752 eV

Cartesian coordinates (Å):
Ti -1.635 1.973 -0.568
C -1.899 0.578 2.251
N -2.690 0.629 0.997
C -2.765 -0.678 0.338
C -3.270 -0.508 -1.064
C -3.995 -1.474 -1.741
C -4.358 -1.236 -3.058
C -4.010 -0.035 -3.656
C -3.322 0.900 -2.901
N -2.965 0.666 -1.634
C -4.034 1.186 1.234
C -3.969 2.678 1.387
C -4.651 3.357 2.378
C -4.556 4.742 2.428
C -3.776 5.390 1.484
C -3.125 4.637 0.522
N -3.218 3.303 0.466
C -1.141 1.857 2.443
C -0.793 2.347 3.674
C 0.021 3.490 3.769
C 0.423 4.086 2.555
C 0.020 3.575 1.353
N -0.754 2.439 1.266
H -1.224 -0.280 2.174
H -2.563 0.399 3.103
H -3.378 -1.401 0.892
H -1.746 -1.068 0.280
H -4.257 -2.394 -1.237
H -4.915 -1.982 -3.612
H -4.279 0.199 -4.676
H -3.046 1.865 -3.309
H -4.491 0.720 2.114
H -4.661 0.954 0.371
H -5.234 2.805 3.104
H -5.077 5.301 3.195
H -3.658 6.464 1.482
H -2.510 5.104 -0.233
H -1.144 1.834 4.563
H 0.322 3.890 4.726
H 1.062 4.961 2.551
H 0.356 3.996 0.414
C 2.661 1.819 1.790
O 2.427 2.136 0.443
C 3.454 2.907 -0.129
C 3.020 3.369 -1.499
O 2.027 4.356 -1.349
C 1.610 4.879 -2.591
H 3.533 1.165 1.900
H 1.770 1.316 2.168
H 2.822 2.720 2.393
H 4.383 2.321 -0.203
H 3.664 3.791 0.489
H 2.636 2.516 -2.074
H 3.883 3.785 -2.039
H 2.431 5.408 -3.091
H 0.795 5.574 -2.405
H 1.245 4.088 -3.254
Se -2.460 5.525 -3.919
C -1.904 4.329 -2.724
N -1.519 3.546 -1.944
C 0.186 1.209 -3.830
C 0.444 0.676 -2.426
O 1.460 -0.218 -2.474
N -0.228 0.979 -1.411
Te 2.248 -1.158 -0.729
C 3.407 -2.957 -0.109
C 4.526 -2.704 0.699
C 5.052 -1.331 1.033
C 5.211 -3.777 1.269
C 4.840 -5.093 1.035
C 5.606 -6.237 1.635
C 3.770 -5.318 0.180
C 3.059 -4.275 -0.407
C 1.940 -4.630 -1.347
C 0.455 -2.229 -0.313
C -0.387 -2.750 -1.306
C -0.229 -2.505 -2.781
C -1.444 -3.573 -0.920
C -1.697 -3.890 0.406
C -2.839 -4.789 0.791
C -0.862 -3.347 1.370
C 0.212 -2.526 1.036
C 1.072 -2.034 2.171
H 1.114 1.343 -4.384
H -0.362 2.147 -3.780
H -0.416 0.485 -4.387
H 4.868 -0.583 0.264
H 6.130 -1.381 1.185
H 4.608 -0.960 1.960
H 6.067 -3.569 1.904
H 6.058 -5.956 2.586
H 6.413 -6.556 0.970
H 4.961 -7.099 1.804
H 3.482 -6.339 -0.049
H 2.141 -5.597 -1.809
H 1.833 -3.893 -2.144
H 0.983 -4.700 -0.825
H 0.802 -2.331 -3.078
H -0.788 -1.613 -3.079
H -0.622 -3.356 -3.336
H -2.074 -3.998 -1.695
H -3.495 -4.982 -0.058
H -3.438 -4.345 1.589
H -2.479 -5.752 1.156
H -1.041 -3.568 2.418
H 0.451 -1.796 3.036
H 1.786 -2.806 2.470
H 1.639 -1.138 1.922



Record 4
The following is a DFT calculation (the ωB97M-V functional and the def2-TZVPD basis) of C43H54NOPTi as an isolated structure.

Output
LUMO   0.195 eV
Energy relative to the best compared isomer or geometry (same formula, charge and spin)   0.0 kcal per mole
HOMO energy   -6.79 eV
Gap between HOMO and LUMO   6.98 eV
Total energy   -81406.777 eV

Cartesian coordinates (Å):
Ti 0.156 -0.474 0.125
C 0.795 -2.707 -1.030
C 1.980 -2.204 -0.430
C 2.273 -0.955 -1.068
C 1.276 -0.794 -2.091
C 0.442 -1.913 -2.152
C -0.193 -2.438 -3.440
C 0.693 -3.639 -3.835
C -0.079 -1.423 -4.579
C -1.622 -2.957 -3.317
C 3.563 -0.134 -1.287
C 4.563 -0.045 -0.128
C 4.305 -0.808 -2.460
C 3.228 1.301 -1.748
C 2.732 -3.054 0.601
C 1.854 -4.224 1.066
C 3.219 -2.344 1.877
C 3.936 -3.672 -0.133
H 0.333 -3.648 -0.773
H 1.303 0.001 -2.822
H 1.744 -3.351 -3.872
H 0.399 -4.006 -4.820
H 0.594 -4.458 -3.123
H 0.968 -1.236 -4.821
H -0.548 -0.470 -4.356
H -0.558 -1.829 -5.473
H -1.716 -3.675 -2.503
H -1.901 -3.464 -4.243
H -2.343 -2.164 -3.141
H 4.918 -1.021 0.189
H 4.174 0.466 0.751
H 5.430 0.522 -0.474
H 4.645 -1.809 -2.200
H 5.181 -0.216 -2.737
H 3.659 -0.889 -3.335
H 2.412 1.747 -1.181
H 2.948 1.328 -2.802
H 4.104 1.942 -1.635
H 0.911 -3.864 1.480
H 2.381 -4.768 1.852
H 1.649 -4.933 0.263
H 2.491 -2.451 2.677
H 3.379 -1.281 1.757
H 4.155 -2.800 2.206
H 3.624 -4.163 -1.057
H 4.417 -4.415 0.507
H 4.685 -2.926 -0.386
C -0.350 2.597 -2.626
C -1.314 1.884 -3.529
C -1.345 2.217 -4.880
C -2.206 1.587 -5.760
C -3.071 0.605 -5.302
C -3.059 0.260 -3.962
C -2.189 0.883 -3.066
P -2.074 0.364 -1.328
C -3.335 -0.923 -1.023
C -2.852 -2.129 -0.518
C -3.700 -3.163 -0.161
C -5.068 -2.998 -0.321
C -5.562 -1.804 -0.811
C -4.720 -0.747 -1.155
C -5.363 0.533 -1.600
C -2.582 1.781 -0.345
C -3.182 2.955 -0.787
C -3.465 3.959 0.120
C -3.159 3.774 1.467
C -2.556 2.607 1.900
C -2.236 1.590 0.994
C -1.515 0.350 1.365
H 0.501 2.972 -3.196
H 0.046 1.939 -1.847
H -0.826 3.437 -2.120
H -0.668 2.979 -5.243
H -2.199 1.864 -6.806
H -3.745 0.106 -5.985
H -3.725 -0.515 -3.608
H -1.782 -2.289 -0.386
H -3.295 -4.084 0.235
H -5.749 -3.797 -0.059
H -6.631 -1.674 -0.926
H -6.286 0.322 -2.141
H -4.728 1.138 -2.240
H -5.616 1.145 -0.731
H -3.413 3.091 -1.836
H -3.924 4.881 -0.211
H -3.384 4.554 2.182
H -2.304 2.472 2.944
H -2.205 -0.507 1.357
H -1.130 0.416 2.381
O 0.618 -1.231 1.751
N 1.309 0.043 2.156
C 1.343 1.027 1.088
C 0.826 2.358 1.466
C 0.590 2.678 2.744
C 0.706 1.671 3.781
C 0.932 0.390 3.439
H 2.339 1.075 0.657
H 0.639 3.076 0.674
H 0.230 3.663 3.007
H 0.564 1.930 4.821
H 0.924 -0.444 4.128